Formula: C6H8N2
Source: OMol25
Level of theory: wB97M-V/def2-TZVPD

Each line ends with the Mulliken charge.
CARTESIAN COORDINATES (ANGSTROEM)
C 1.3509 -2.5957 -1.0620  -0.23
C -0.3517 -1.4360 -0.8131  0.38
C 0.6663 -0.7681 -0.1073  -0.28
C -1.4330 -0.5392 -0.3751  -0.56
C -0.3420 0.2189 0.5532  0.39
C -0.2305 1.7354 0.4215  -1.21
N 0.0757 -2.5484 -1.4057  -0.68
N 1.7673 -1.5633 -0.2863  -0.11
H 2.0965 -3.2688 -1.4178  0.41
H -1.8949 0.2158 -1.0859  0.24
H -2.1941 -1.0989 0.3053  0.17
H -0.5320 -0.2070 1.4986  0.42
H -0.7460 2.0894 -0.4898  0.35
H 0.9588 2.1116 0.3291  0.22
H -0.5645 2.0936 1.3720  0.34
H 2.6405 -1.4560 0.1414  0.14

Summary:
ΔE to the lowest compared entry with this formula, charge and spin	59.3	kcal/mol
electronic energy	-342.839430	Ha
Kohn-Sham gap	8.9	eV
SMILES	C[C@H]1Cc2nc[nH]c21


Formula: C6H8N2
Source: OMol25
Level of theory: wB97M-V/def2-TZVPD

Each line ends with the Mulliken charge.
CARTESIAN COORDINATES (ANGSTROEM)
C -1.0348 -2.6524 1.6932  -0.20
C -0.7258 -1.7415 0.9193  -0.87
C -0.3578 -0.6869 -0.0489  0.50
C 1.2989 0.9424 -0.3170  -0.48
C 0.1395 0.9196 -1.1851  0.03
C -0.9094 0.6008 -0.1523  -0.03
H -1.0888 -3.1901 2.7556  0.30
H -0.5814 -1.0473 -1.0898  0.27
H 1.4878 -0.8050 0.8286  0.24
H 1.0843 1.5290 0.6983  0.21
H 2.3468 1.3416 -0.4988  0.29
H 0.5301 0.2793 -2.0826  0.27
H -1.4156 2.4190 -1.1443  0.30
H -0.9382 1.0858 0.9169  0.21
N 1.2869 -0.4454 0.0154  -0.52
N -1.1224 1.4511 -1.3087  -0.53

Summary:
ΔE to the lowest compared entry with this formula, charge and spin	205.6	kcal/mol
electronic energy	-342.606304	Ha
Kohn-Sham gap	9.5	eV


Formula: C6H8N2
Source: OMol25
Level of theory: wB97M-V/def2-TZVPD

Each line ends with the Mulliken charge.
CARTESIAN COORDINATES (ANGSTROEM)
C -2.0996 0.0547 0.2445  -0.46
C -1.3242 -1.2035 -0.2109  -0.49
C 0.0973 -0.6511 -0.0065  -0.35
C 2.1967 0.0234 0.0548  -0.43
C 1.4337 1.1397 -0.0727  -0.88
C 0.0580 0.7284 -0.0518  0.69
H -2.1650 -0.0855 1.3642  0.25
H -3.0888 0.1659 -0.2323  0.33
H -1.6349 -2.0558 0.4070  0.32
H -1.5106 -1.4855 -1.2902  0.21
H 1.7484 -2.0349 0.2855  0.25
H 3.2888 -0.0924 0.1352  0.37
H 1.8456 2.1467 -0.1092  0.36
H -1.4369 2.0414 0.4231  0.28
N 1.4063 -1.0686 0.0637  -0.03
N -1.2945 1.1901 -0.1676  -0.42

Summary:
ΔE to the lowest compared entry with this formula, charge and spin	19.0	kcal/mol
electronic energy	-342.903647	Ha
Kohn-Sham gap	8.4	eV
SMILES	c1cc2c([nH]1)CCN2


Formula: C6H8N2
Source: OMol25
Level of theory: wB97M-V/def2-TZVPD

Each line ends with the Mulliken charge.
CARTESIAN COORDINATES (ANGSTROEM)
C -1.7344 -0.0929 -1.7874  -0.35
C 1.7076 -1.0485 -0.3187  -0.53
C 1.2009 -0.9575 1.2024  -0.61
C -0.1266 -0.1133 0.8117  0.00
C -0.2210 1.2339 1.3228  -0.65
C -0.4967 2.4555 1.4384  -0.09
H -2.4448 -0.4876 -2.3826  0.33
H -2.0747 0.9428 -1.2968  0.21
H 1.5659 -2.0907 -0.7310  0.35
H 2.6507 -0.4838 -0.3335  0.26
H 1.8379 -0.2883 1.7917  0.35
H 1.0682 -2.1903 1.6260  0.22
H -1.1294 -0.5551 0.7590  0.48
H -0.9975 3.7032 1.1090  0.31
N -0.6099 -0.6568 -1.7008  -0.62
N 0.2590 -0.4024 -0.6644  0.33

Summary:
ΔE to the lowest compared entry with this formula, charge and spin	188.7	kcal/mol
electronic energy	-342.633258	Ha
Kohn-Sham gap	8.6	eV


Copy entry 2 word for word.
Formula: C6H8N2
Source: OMol25
Level of theory: wB97M-V/def2-TZVPD

Each line ends with the Mulliken charge.
CARTESIAN COORDINATES (ANGSTROEM)
C -1.0348 -2.6524 1.6932  -0.20
C -0.7258 -1.7415 0.9193  -0.87
C -0.3578 -0.6869 -0.0489  0.50
C 1.2989 0.9424 -0.3170  -0.48
C 0.1395 0.9196 -1.1851  0.03
C -0.9094 0.6008 -0.1523  -0.03
H -1.0888 -3.1901 2.7556  0.30
H -0.5814 -1.0473 -1.0898  0.27
H 1.4878 -0.8050 0.8286  0.24
H 1.0843 1.5290 0.6983  0.21
H 2.3468 1.3416 -0.4988  0.29
H 0.5301 0.2793 -2.0826  0.27
H -1.4156 2.4190 -1.1443  0.30
H -0.9382 1.0858 0.9169  0.21
N 1.2869 -0.4454 0.0154  -0.52
N -1.1224 1.4511 -1.3087  -0.53

Summary:
ΔE to the lowest compared entry with this formula, charge and spin	205.6	kcal/mol
electronic energy	-342.606304	Ha
Kohn-Sham gap	9.5	eV


electronic energy of number 1 (C6H8N2)?
-342.839430 Ha


Number 3 is which compound?
C6H8N2


Which value of Kohn-Sham gap does entry 2 give?
9.5 eV